Density functional theory data (the ωB97M-V functional and the def2-TZVPD basis) for a structure of composition C31H24IrN4O7P.

ORCA input file:
```
! RIJCOSX wB97M-V def2-TZVPD def2/J DEFGRID3
* xyz 1 2
Ir -0.17291 -0.64900 -0.27870
O -3.54464 -0.07120 -2.36056
C -2.67996 -0.42935 -1.61198
O -1.42896 0.02906 -1.64045
C -2.89733 -1.37877 -0.48173
C -3.90749 -2.30274 -0.33244
C -3.85840 -3.14893 0.76866
C -2.83135 -3.02781 1.70021
C -1.86164 -2.07251 1.48657
N -1.91112 -1.28484 0.40906
C -0.64024 -1.81152 2.32831
O -0.45544 -2.39515 3.36918
O 0.13846 -0.90219 1.80082
H -4.68988 -2.35002 -1.07696
H -4.61494 -3.91210 0.89592
H -2.75829 -3.65089 2.58091
O 3.52283 -0.72057 -0.37902
C 2.85682 0.25529 -0.54441
O 1.55529 0.23632 -0.95760
C 3.21910 1.66572 -0.29648
C 4.50991 2.16872 -0.28621
C 4.68052 3.52709 -0.07490
C 3.57897 4.35455 0.13269
C 2.29049 3.83870 0.14167
C 2.11852 2.47727 -0.07611
P 0.49341 1.66098 -0.18849
C -0.21775 2.41846 -1.64886
C 0.13165 1.97978 -2.92755
C -0.36998 2.63312 -4.03629
C -1.21511 3.72541 -3.88211
C -1.55709 4.16703 -2.61559
C -1.06041 3.51658 -1.49405
C -0.39694 2.18803 1.28198
C -1.78233 1.99326 1.31041
C -2.51151 2.38401 2.41575
C -1.86111 2.93915 3.51474
C -0.48495 3.08590 3.51215
C 0.25507 2.69605 2.40160
H 5.34966 1.50964 -0.46175
H 5.67515 3.95211 -0.08167
H 3.72798 5.41502 0.28822
H 1.43931 4.48901 0.30177
H 0.77794 1.12312 -3.05544
H -0.11069 2.28257 -5.02628
H -1.60634 4.23317 -4.75392
H -2.21543 5.01662 -2.49286
H -1.33517 3.86972 -0.50914
H -2.28200 1.55525 0.45424
H -3.58528 2.25086 2.42978
H -2.43349 3.24374 4.38122
H 0.01939 3.49995 4.37494
H 1.33250 2.79249 2.41497
C -0.61685 -5.60568 -1.56202
N 0.34863 -4.82020 -0.79165
C 1.30061 -5.41712 -0.02150
C 2.10424 -4.70771 0.78597
C 1.91201 -3.28823 0.83873
N 1.02505 -2.69897 0.03002
C 0.21818 -3.45000 -0.77002
O -0.64815 -2.88090 -1.44369
N 2.57675 -2.56515 1.72106
H -0.17530 -6.57051 -1.79625
H -0.85599 -5.07508 -2.47734
H -1.53140 -5.74890 -0.98730
H 1.36318 -6.49373 -0.09952
H 2.84779 -5.19195 1.39999
H 3.28064 -2.98400 2.30126
H 2.45578 -1.56804 1.74801
*
```

## Properties
- Maximum force: 0.030 Eh/bohr
- DFT total energy: -2386.9912 Eh
- E_LUMO (alpha / beta): -3.44 / -3.81 eV
- Gap between HOMO and LUMO (alpha / beta): 8.02 / 7.69 eV
- Relative energy (zero: lowest compared OMol25 entry of this formula, charge and spin): 38.69 kcal/mol

Atom-resolved charges from natural (NBO), all expressed in e: number 1, Ir, carries 1.2560; number 2, O, carries -0.5256; number 3, C, carries 0.7512; number 4, O, carries -0.6801; number 5, C, carries 0.1166; number 6, C, carries -0.1798; number 7, C, carries -0.1304; number 8, C, carries -0.1921; number 9, C, carries 0.1072; number 10, N, carries -0.3814; number 11, C, carries 0.7422; number 12, O, carries -0.5739; number 13, O, carries -0.7229; number 14, H, carries 0.2612; number 15, H, carries 0.2406; number 16, H, carries 0.2624; number 17, O, carries -0.5357; number 18, C, carries 0.7855; number 19, O, carries -0.7739; number 20, C, carries -0.0985; number 21, C, carries -0.1676; number 22, C, carries -0.1843; number 23, C, carries -0.1735; number 24, C, carries -0.1818; number 25, C, carries -0.3765; number 26, P, carries 1.5996; number 27, C, carries -0.4317; number 28, C, carries -0.1552; number 29, C, carries -0.1858; number 30, C, carries -0.1698; number 31, C, carries -0.2204; number 32, C, carries -0.1316; number 33, C, carries -0.4616; number 34, C, carries -0.1835; number 35, C, carries -0.1950; number 36, C, carries -0.1700; number 37, C, carries -0.2202; number 38, C, carries -0.1105; number 39, H, carries 0.2413; number 40, H, carries 0.2338; number 41, H, carries 0.2332; number 42, H, carries 0.2348; number 43, H, carries 0.2298; number 44, H, carries 0.2268; number 45, H, carries 0.2275; number 46, H, carries 0.2272; number 47, H, carries 0.2178; number 48, H, carries 0.2219; number 49, H, carries 0.2274; number 50, H, carries 0.2291; number 51, H, carries 0.2293; number 52, H, carries 0.2176; number 53, C, carries -0.4033; number 54, N, carries -0.3987; number 55, C, carries 0.1152; number 56, C, carries -0.3550; number 57, C, carries 0.5007; number 58, N, carries -0.6393; number 59, C, carries 0.7662; number 60, O, carries -0.6845; number 61, N, carries -0.7020; number 62, H, carries 0.2175; number 63, H, carries 0.2465; number 64, H, carries 0.2114; number 65, H, carries 0.2305; number 66, H, carries 0.2445; number 67, H, carries 0.4133; number 68, H, carries 0.4304

***

Density functional theory data (the ωB97M-V functional and the def2-TZVPD basis) for a structure of composition C31H24N6O3Os.

ORCA input file:
```
! RIJCOSX wB97M-V def2-TZVPD def2/J DEFGRID3
* xyz 0 1
Os 0.43535 -0.71785 -0.07945
O -2.36314 0.67211 -3.34564
C -2.82574 1.74835 -2.67787
C -3.75591 2.55162 -3.33737
C -4.28564 3.66270 -2.71490
C -3.89818 4.00317 -1.42109
C -2.96318 3.22405 -0.77208
C -2.40914 2.09585 -1.38204
C -1.36296 1.32260 -0.68159
O -1.14270 0.09451 -1.10713
N -0.70242 1.89989 0.28055
N 0.26828 1.05296 0.81944
C 0.98819 1.49433 1.79175
C 1.95192 0.71099 2.50978
C 2.55606 1.34360 3.61802
C 3.42092 0.68820 4.45278
C 3.70620 -0.66068 4.19747
C 3.14543 -1.30756 3.12710
C 2.26670 -0.65114 2.23701
O 1.82211 -1.36492 1.23117
H -1.81202 0.15717 -2.72438
H -4.04970 2.27018 -4.33951
H -5.01335 4.26846 -3.23968
H -4.32323 4.86796 -0.93092
H -2.63401 3.47321 0.22705
H 0.79753 2.51450 2.11609
H 2.30631 2.38130 3.80694
H 3.86890 1.19640 5.29467
H 4.37411 -1.20293 4.85509
H 3.35923 -2.34769 2.92091
C -1.37656 -1.32933 5.20110
C -1.57458 -0.25321 4.34805
C -1.43755 -0.41522 2.97909
C -1.10186 -1.66070 2.46098
C -0.92330 -2.74804 3.31019
C -1.05543 -2.57513 4.67655
N -0.90701 -1.80784 1.06269
N -1.43118 -2.89662 0.57107
C -0.91197 -3.23096 -0.64101
C -1.45039 -4.30674 -1.36308
C -0.87461 -4.66438 -2.55346
C 0.24449 -3.95995 -3.01309
C 0.72728 -2.92087 -2.25584
N 0.16268 -2.54843 -1.09829
H -1.47682 -1.20010 6.27054
H -1.84504 0.71543 4.74748
H -1.61959 0.40976 2.30480
H -0.66153 -3.70807 2.88790
H -0.89784 -3.41756 5.33737
H -2.31251 -4.81257 -0.95394
H -1.28157 -5.48095 -3.13443
H 0.72599 -4.21239 -3.94589
H 1.58757 -2.33806 -2.55554
N 1.58869 -0.14068 -1.34890
C 1.94196 0.77258 -2.29868
C 2.88593 0.40403 -3.27259
C 3.26365 1.29140 -4.26020
C 2.71395 2.56856 -4.29303
C 1.79047 2.95748 -3.33124
C 1.40521 2.07342 -2.34007
H 3.30880 -0.59088 -3.22151
H 3.98802 0.99371 -5.00652
H 3.01088 3.26305 -5.06807
H 1.36937 3.95393 -3.35504
H 0.69850 2.37402 -1.57960
*
```

## Properties
- Maximum force: 0.028 Eh/bohr
- DFT total energy: -1840.6353 Eh
- E_LUMO (alpha / beta): -1.43 / -1.41 eV
- Gap between HOMO and LUMO (alpha / beta): 5.45 / 5.46 eV
- Relative energy (zero: lowest compared OMol25 entry of this formula, charge and spin): 31.97 kcal/mol

Atom-resolved charges from natural (NBO), all expressed in e: number 1, Os, carries 1.2322; number 2, O, carries -0.6744; number 3, C, carries 0.3463; number 4, C, carries -0.2788; number 5, C, carries -0.1695; number 6, C, carries -0.2661; number 7, C, carries -0.1505; number 8, C, carries -0.1666; number 9, C, carries 0.5595; number 10, O, carries -0.7201; number 11, N, carries -0.4292; number 12, N, carries -0.2791; number 13, C, carries 0.1489; number 14, C, carries -0.2454; number 15, C, carries -0.1336; number 16, C, carries -0.2772; number 17, C, carries -0.1810; number 18, C, carries -0.2297; number 19, C, carries 0.3752; number 20, O, carries -0.6610; number 21, H, carries 0.5114; number 22, H, carries 0.2240; number 23, H, carries 0.2120; number 24, H, carries 0.2135; number 25, H, carries 0.2286; number 26, H, carries 0.2043; number 27, H, carries 0.2056; number 28, H, carries 0.2145; number 29, H, carries 0.2114; number 30, H, carries 0.2164; number 31, C, carries -0.1963; number 32, C, carries -0.1950; number 33, C, carries -0.2292; number 34, C, carries 0.1864; number 35, C, carries -0.2149; number 36, C, carries -0.2055; number 37, N, carries -0.2220; number 38, N, carries -0.2423; number 39, C, carries 0.3006; number 40, C, carries -0.2130; number 41, C, carries -0.1630; number 42, C, carries -0.2544; number 43, C, carries 0.0734; number 44, N, carries -0.4539; number 45, H, carries 0.2167; number 46, H, carries 0.2175; number 47, H, carries 0.2311; number 48, H, carries 0.2314; number 49, H, carries 0.2179; number 50, H, carries 0.2378; number 51, H, carries 0.2243; number 52, H, carries 0.2289; number 53, H, carries 0.2245; number 54, N, carries -0.4700; number 55, C, carries 0.1419; number 56, C, carries -0.1856; number 57, C, carries -0.2282; number 58, C, carries -0.1781; number 59, C, carries -0.2093; number 60, C, carries -0.2053; number 61, H, carries 0.2166; number 62, H, carries 0.2160; number 63, H, carries 0.2145; number 64, H, carries 0.2175; number 65, H, carries 0.2273

***

Density functional theory data (the ωB97M-V functional and the def2-TZVPD basis) for a structure of composition C31H25BeN6.

ORCA input file:
```
! RIJCOSX wB97M-V def2-TZVPD def2/J DEFGRID3
* xyz 1 1
Be -0.14430 -0.89049 -0.79633
C -3.01172 0.63390 -1.15054
N -2.82883 -0.19749 0.00215
C -2.44700 0.33655 1.28477
C -1.00173 -0.09298 1.56575
N 1.00516 -0.21183 0.16231
C 1.97799 -0.41365 1.11690
C 3.09120 -1.17725 0.73734
C 4.10652 -1.45693 1.62548
C 4.06295 -0.97592 2.93199
C 2.97938 -0.21333 3.31536
C 1.93295 0.08250 2.43852
N -0.50618 0.18445 3.02494
C -1.87123 0.66696 -2.14799
N -0.73331 0.00846 -2.12663
C -0.02797 0.39127 -3.27145
C 1.22991 0.00394 -3.72469
C 1.66452 0.55403 -4.91223
C 0.87600 1.46610 -5.63350
C -0.36877 1.86029 -5.18625
C -0.79578 1.30081 -3.98783
N -1.96101 1.45189 -3.24459
H -3.22003 1.67458 -0.86969
H -3.89209 0.29253 -1.70247
H -3.40227 -1.02088 0.02877
H -3.10578 -0.02693 2.07823
H -2.49680 1.42980 1.27611
H 3.13124 -1.55337 -0.27692
H 4.94464 -2.05761 1.29682
H 4.85938 -1.19031 3.62986
H 2.93471 0.17794 4.32617
H -1.17823 0.68096 3.61210
H 1.84179 -0.69105 -3.16519
H 2.63541 0.27929 -5.30066
H 1.25520 1.86780 -6.56295
H -0.97325 2.56299 -5.74309
H -2.75927 2.01372 -3.48886
C -1.20664 -4.84867 -0.68316
C -1.43400 -5.02975 0.67547
C -1.30336 -3.94999 1.53151
C -0.94688 -2.70609 1.01084
C -0.70756 -2.48223 -0.35905
C -0.85169 -3.60014 -1.18340
C -0.79711 -1.55976 1.89498
C -0.47546 -1.28879 3.16044
C 0.82030 0.95487 2.96845
C 0.55084 2.17127 2.12154
C 0.81630 3.47869 2.49679
C 0.60386 4.50052 1.58036
C 0.14071 4.21721 0.30202
C -0.13365 2.90849 -0.07796
C 0.06712 1.90169 0.84604
N -0.15677 0.50586 0.59301
H -1.30755 -5.69107 -1.35634
H -1.71341 -6.00121 1.06014
H -1.49150 -4.06800 2.59277
H -0.68228 -3.50956 -2.25166
H -0.18638 -1.80844 4.05864
H 1.05235 1.23457 3.99541
H 1.20306 3.69755 3.48458
H 0.81164 5.52383 1.86163
H -0.00393 5.02263 -0.40542
H -0.47142 2.67578 -1.07936
*
```

## Properties
- Maximum force: 0.005 Eh/bohr
- DFT total energy: -1539.4394 Eh
- E_LUMO: -2.17 eV
- Gap between HOMO and LUMO: 7.84 eV

Atom-resolved charges from natural (NBO), all expressed in e: number 1, Be, carries 1.6226; number 2, C, carries -0.2607; number 3, N, carries -0.6312; number 4, C, carries -0.2456; number 5, C, carries 0.3391; number 6, N, carries -0.7252; number 7, C, carries 0.1668; number 8, C, carries -0.2370; number 9, C, carries -0.1599; number 10, C, carries -0.2602; number 11, C, carries -0.1774; number 12, C, carries -0.1061; number 13, N, carries -0.4060; number 14, C, carries 0.4517; number 15, N, carries -0.6775; number 16, C, carries 0.0831; number 17, C, carries -0.1940; number 18, C, carries -0.2024; number 19, C, carries -0.1873; number 20, C, carries -0.2480; number 21, C, carries 0.1620; number 22, N, carries -0.5351; number 23, H, carries 0.2139; number 24, H, carries 0.2370; number 25, H, carries 0.4081; number 26, H, carries 0.2143; number 27, H, carries 0.2123; number 28, H, carries 0.2191; number 29, H, carries 0.2231; number 30, H, carries 0.2255; number 31, H, carries 0.2056; number 32, H, carries 0.4200; number 33, H, carries 0.2317; number 34, H, carries 0.2302; number 35, H, carries 0.2302; number 36, H, carries 0.2304; number 37, H, carries 0.4310; number 38, C, carries -0.1817; number 39, C, carries -0.2241; number 40, C, carries -0.1899; number 41, C, carries -0.0770; number 42, C, carries -0.6043; number 43, C, carries -0.2360; number 44, C, carries 0.0325; number 45, C, carries -0.0664; number 46, C, carries -0.0695; number 47, C, carries -0.1034; number 48, C, carries -0.1744; number 49, C, carries -0.1965; number 50, C, carries -0.1755; number 51, C, carries -0.2389; number 52, C, carries 0.2296; number 53, N, carries -0.4708; number 54, H, carries 0.2190; number 55, H, carries 0.2228; number 56, H, carries 0.2087; number 57, H, carries 0.2051; number 58, H, carries 0.2444; number 59, H, carries 0.2376; number 60, H, carries 0.2257; number 61, H, carries 0.2315; number 62, H, carries 0.2271; number 63, H, carries 0.2200

***

The lowest maximum force belongs to which entry? C31H25BeN6